{"formula": "C20H25NOS2", "method": "ωB97M-V/def2-TZVPD", "elements": ["C", "C", "C", "C", "C", "C", "C", "H", "H", "S", "C", "C", "C", "O", "N", "H", "C", "C", "H", "H", "S", "C", "C", "C", "C", "C", "C", "C", "C", "H", "H", "H", "H", "H", "H", "H", "H", "H", "H", "H", "H", "H", "H", "H", "H", "H", "H", "H", "H"], "positions_angstrom": [[-2.44916, 6.95940, 3.61536], [-2.58435, 5.74198, 2.75243], [-1.57751, 5.39971, 1.85821], [-1.67471, 4.27715, 1.05718], [-2.79280, 3.46093, 1.15172], [-3.80968, 3.79321, 2.03969], [-3.70457, 4.92332, 2.82594], [-4.50420, 5.16890, 3.51000], [-4.68079, 3.15863, 2.10242], [-3.04926, 2.00910, 0.16628], [-1.37470, 1.53692, -0.38196], [-0.48935, 1.10277, 0.78091], [0.88063, 0.73962, 0.22857], [1.80090, 1.52583, 0.16824], [0.96937, -0.54025, -0.20036], [0.13451, -1.10495, -0.24516], [2.09519, -1.01954, -0.96382], [1.79727, -0.99284, -2.46151], [2.62752, -1.39679, -3.03743], [1.59512, 0.02927, -2.78180], [0.29662, -1.94003, -2.88672], [1.00296, -3.60101, -3.23838], [1.72343, -4.18072, -2.06777], [3.11295, -4.23184, -2.08342], [3.82070, -4.72832, -1.00416], [3.13674, -5.17724, 0.11144], [1.75383, -5.13605, 0.13235], [1.02876, -4.64514, -0.94508], [-0.46790, -4.62866, -0.90132], [-0.85786, -3.64887, -1.17185], [-0.82558, -4.88986, 0.09130], [-0.87283, -5.35033, -1.61146], [1.22319, -5.49337, 1.00329], [3.67807, -5.56199, 0.96263], [4.89921, -4.76159, -1.03505], [3.64692, -3.88259, -2.95657], [0.13808, -4.19757, -3.52625], [1.66421, -3.48558, -4.09752], [2.34339, -2.03298, -0.63865], [2.93454, -0.35215, -0.75171], [-0.37396, 1.92678, 1.48673], [-0.94081, 0.25374, 1.29584], [-1.54525, 0.71371, -1.07756], [-0.93375, 2.36844, -0.93073], [-0.87512, 4.05787, 0.36730], [-0.69919, 6.02463, 1.78075], [-1.65592, 6.81496, 4.34902], [-3.37535, 7.16509, 4.14596], [-2.18951, 7.82831, 3.01271]], "atomic_forces_ev_per_a": [[0.1, 0.0, 0.0], [0.0, 0.0, 0.0], [-0.1, 0.0, 0.1], [0.0, 0.0, 0.0], [0.0, -0.3, -0.2], [0.1, -0.1, -0.1], [0.1, 0.1, 0.0], [-0.1, 0.0, 0.1], [-0.1, -0.1, 0.1], [0.1, -0.1, -0.2], [-0.5, 0.3, 0.4], [0.2, 0.1, -0.1], [-0.5, -0.1, 0.5], [0.3, 0.4, -0.1], [0.0, -0.4, -0.1], [0.0, 0.1, 0.1], [0.2, 0.0, -0.1], [-0.3, -0.3, 0.1], [0.1, 0.1, -0.1], [0.1, 0.0, 0.0], [0.1, 0.0, -0.3], [-0.2, 0.6, 0.1], [0.2, -0.2, 0.0], [-0.1, -0.1, 0.0], [0.1, 0.0, 0.1], [0.1, 0.0, 0.0], [0.0, 0.0, 0.0], [0.1, 0.0, 0.0], [0.0, 0.0, 0.0], [-0.1, 0.0, 0.0], [-0.1, 0.0, 0.0], [-0.1, 0.0, 0.0], [-0.1, 0.0, 0.1], [0.0, 0.0, 0.1], [0.1, 0.0, 0.0], [0.0, 0.0, -0.1], [0.0, 0.0, -0.1], [0.0, -0.2, 0.0], [0.0, 0.1, 0.0], [-0.1, -0.1, 0.0], [0.0, -0.1, 0.0], [0.0, 0.0, 0.0], [0.0, 0.1, 0.0], [0.1, -0.1, -0.1], [0.1, -0.1, -0.1], [0.1, 0.1, 0.0], [0.0, 0.1, 0.1], [0.0, 0.1, 0.1], [0.0, 0.1, 0.0]], "lumo_ev": 0.57, "de_lowest_kcal_mol": 1.1, "multiplicity": 1, "e_tot_ev": -46355.0406, "e_homo_ev": -7.940, "smiles": "Cc1ccc(SCCC(=O)NCCSCc2ccccc2C)cc1", "charge": 0, "gap_ha": 0.313}